Entry 1:
{"formula": "C14H19Cl3N2O2", "method": "ωB97M-V/def2-TZVPD", "elements": ["C", "H", "O", "C", "C", "C", "N", "C", "N", "C", "O", "C", "C", "C", "C", "C", "C", "H", "H", "C", "H", "H", "H", "H", "H", "H", "C", "Cl", "Cl", "Cl", "H", "H", "H", "H", "H", "H", "H", "H", "H", "H"], "coordinates": [[3.700, 0.237, 1.751], [3.564, 1.012, 0.987], [3.213, 0.636, 3.007], [1.811, 0.767, 3.080], [1.295, 2.071, 2.457], [-0.224, 2.252, 2.638], [-1.029, 2.075, 1.445], [-1.155, 0.764, 0.902], [-0.082, 0.339, 0.030], [0.447, -0.921, 0.110], [0.252, -1.630, 1.076], [1.318, -1.321, -1.023], [1.188, -0.808, -2.311], [2.025, -1.245, -3.320], [3.008, -2.196, -3.077], [3.121, -2.722, -1.793], [2.283, -2.298, -0.783], [2.356, -2.719, 0.209], [3.870, -3.474, -1.591], [3.919, -2.668, -4.167], [3.773, -3.733, -4.343], [3.731, -2.134, -5.094], [4.959, -2.520, -3.881], [1.908, -0.844, -4.317], [0.414, -0.093, -2.551], [0.050, 0.875, -0.815], [-2.487, 0.695, 0.111], [-2.745, -0.942, -0.525], [-3.837, 1.146, 1.151], [-2.422, 1.825, -1.263], [-1.204, 0.031, 1.717], [-0.791, 2.754, 0.731], [-0.596, 1.550, 3.387], [-0.438, 3.262, 2.992], [1.830, 2.898, 2.927], [1.534, 2.087, 1.391], [1.323, -0.100, 2.617], [1.584, 0.767, 4.150], [3.208, -0.681, 1.410], [4.764, 0.052, 1.880]], "largest_force_ev_per_a": 0.432, "smiles": "COCCCN[C@H](NC(=O)c1ccc(C)cc1)C(Cl)(Cl)Cl", "de_lowest_kcal_mol": 21.98, "homo_lumo_gap_ev": 9.60, "homo_ev": -9.187, "multiplicity": 1}



Entry 2:
{"formula": "C14H19ClF3N2O10S2", "method": "ωB97M-V/def2-TZVPD", "elements": ["C", "C", "C", "O", "C", "O", "C", "S", "N", "C", "O", "C", "F", "F", "F", "C", "C", "C", "O", "Cl", "C", "O", "O", "O", "C", "O", "C", "S", "H", "H", "H", "H", "H", "H", "H", "H", "H", "H", "H", "H", "H", "H", "H", "H", "C", "N", "O", "O", "H", "H", "H"], "coordinates": [[-3.690, 1.025, -0.469], [-2.625, -0.033, -0.128], [-2.386, -1.017, -1.259], [-1.690, -0.348, -2.301], [-0.852, -1.117, -3.024], [-1.029, -2.276, -3.220], [0.243, -0.303, -3.672], [1.843, -1.154, -3.697], [2.787, -0.469, -2.440], [3.063, 0.918, -2.542], [1.993, 1.731, -1.953], [1.943, 3.005, -2.342], [1.469, 3.144, -3.610], [3.157, 3.614, -2.334], [1.124, 3.683, -1.526], [2.550, -0.912, -1.043], [3.923, -1.164, -0.369], [4.483, 0.071, 0.250], [3.917, 0.863, 0.913], [6.237, 0.339, -0.095], [1.726, -2.228, -0.904], [2.339, -3.264, -1.191], [0.578, -2.051, -0.435], [-1.380, 0.654, 0.173], [-1.172, 0.785, 1.512], [-1.856, 1.500, 2.191], [0.005, -0.019, 1.998], [0.032, -0.252, 3.790], [-4.264, 0.722, -1.345], [-4.389, 1.170, 0.354], [-3.194, 1.969, -0.675], [-2.919, -0.607, 0.754], [-3.366, -1.351, -1.617], [-1.826, -1.889, -0.933], [0.300, 0.693, -3.251], [-0.037, -0.190, -4.724], [3.975, 1.157, -1.990], [3.196, 1.188, -3.590], [2.035, -0.137, -0.480], [4.600, -1.604, -1.096], [3.800, -1.902, 0.427], [0.027, -0.971, 1.471], [0.921, 0.511, 1.730], [-0.384, -1.518, 3.811], [-3.809, 0.303, 5.337], [-3.344, -1.028, 5.820], [-2.812, -1.752, 5.010], [-3.510, -1.282, 6.997], [-3.568, 0.384, 4.283], [-4.879, 0.356, 5.519], [-3.285, 1.054, 5.918]], "total_charge": -1, "largest_force_ev_per_a": 1.031, "homo_lumo_gap_ev": 7.75, "homo_ev": -5.585, "multiplicity": 1}



In a.u., the total energy values for the records above are, in order, -2185.450522, -2962.979739.